74
Properties=species:S:1:pos:R:3 method="wB97M-V/def2-TZVPD" max_force_ha_per_bohr=0.03357 orbital_gap_ev="6.5 / 5.8" total_charge=+1 multiplicity=2 homo_ev="-10.9 / -10.9" relative_energy_ev=0.346 e_tot_ha=-4060.2887
Re 0.088 -0.252 0.521
N 1.289 0.570 2.126
C 2.400 -0.322 2.542
C 2.225 -1.695 1.945
O 2.839 -2.650 2.343
N 1.267 -1.758 0.930
C 0.734 -3.079 0.612
C -0.752 -2.970 0.801
O -1.505 -3.881 0.961
O -1.184 -1.681 0.724
H 1.671 1.472 1.853
H 0.650 0.734 2.901
H 2.442 -0.421 3.624
H 3.350 0.089 2.205
H 1.164 -3.860 1.232
H 0.906 -3.323 -0.442
Cl -5.253 -0.095 5.827
C -4.082 0.140 4.596
C -2.872 -0.536 4.631
Cl -2.523 -1.585 5.943
C -1.927 -0.353 3.619
Cl -0.391 -1.137 3.857
C -2.168 0.490 2.529
O -1.332 0.693 1.470
C -3.358 1.228 2.570
Cl -3.627 2.443 1.378
C -4.308 1.049 3.567
Cl -5.762 1.956 3.536
C 2.147 3.103 0.177
C 3.174 1.989 0.171
C 4.453 2.229 0.665
C 5.433 1.250 0.601
C 5.161 0.031 -0.002
C 3.898 -0.251 -0.511
C 3.650 -1.531 -1.264
C 2.909 0.723 -0.355
N 1.556 0.421 -0.777
C 1.269 0.568 -2.061
C 2.222 1.048 -3.102
C -0.081 0.249 -2.380
C -0.593 0.351 -3.778
N -0.799 -0.108 -1.335
C -2.238 -0.239 -1.532
C -2.958 0.952 -1.519
C -2.254 2.286 -1.498
C -4.339 0.865 -1.612
C -4.961 -0.368 -1.750
C -4.203 -1.521 -1.858
C -2.814 -1.477 -1.776
C -2.015 -2.721 -2.057
H 2.256 3.732 1.061
H 1.117 2.747 0.130
H 2.292 3.753 -0.689
H 4.681 3.200 1.088
H 6.421 1.448 0.996
H 5.940 -0.716 -0.089
H 4.455 -2.241 -1.083
H 3.616 -1.342 -2.340
H 2.712 -2.000 -0.982
H 3.235 1.138 -2.723
H 1.905 2.028 -3.471
H 2.219 0.371 -3.958
H -0.080 -0.377 -4.412
H -0.385 1.340 -4.191
H -1.661 0.163 -3.827
H -1.631 2.402 -0.612
H -2.976 3.099 -1.511
H -1.617 2.407 -2.379
H -4.929 1.772 -1.581
H -6.039 -0.424 -1.811
H -4.686 -2.476 -2.028
H -2.407 -3.572 -1.503
H -0.963 -2.603 -1.808
H -2.071 -2.962 -3.121